Formula: C3H3ClNO
Source: OMol25
Level of theory: ωB97M-V with the def2-TZVPD basis set

Last column: Mulliken charge in e.
Cartesian coordinates (Å):
C 1.0758 -0.4052 -0.0684  -0.10
C 2.4060 -0.2176 -0.0929  0.29
C 0.0953 0.7104 -0.0476  -0.25
N 0.9032 1.8918 0.0020  0.08
O 0.2732 2.8846 0.0500  -0.24
Cl 3.9816 -0.4244 -0.0115  0.09
H 0.4908 -1.3374 -0.0862  0.42
H -0.4648 0.7336 -0.9009  0.37
H -0.4686 0.7280 0.8927  0.35

Atomic forces in eV per Å
2.4237 0.3124 -0.0837
-3.2564 -1.1686 0.2582
1.3187 -0.6995 2.5601
1.1798 1.8244 -0.0681
0.3633 0.1464 -0.0218
-0.8641 0.4407 -0.1005
1.2249 -0.3968 -0.0525
-1.9937 -0.0781 -2.1574
-0.3962 -0.3809 -0.3343

Summary:
Energy relative to the best compared isomer or geometry (same formula, charge and spin), kJ/mol: 338.3
Total energy, eV: -19205.8865
Charge: +1
Molar mass, g mol⁻¹: 104.516
Highest occupied orbital energy (spin up / spin down), eV: -14.411 / -14.410
Lowest unoccupied orbital energy (spin up / spin down), eV: -7.37 / -7.37
Frontier orbital gap (spin up / spin down), eV: 7.04 / 7.04